(1)
The following is a DFT calculation (ωB97M-V with the def2-TZVPD basis set) of a molecular structure, C6H13FINO2S2Sr in a non-equilibrium geometry.

Output
Total charge   +2
HOMO-LUMO gap   6.0 eV
Calculated total energy   -1665.7069 Ha

Element x y z (Å)
I  -2.6496  0.9676  -0.5826
Sr  3.9914  -1.9362  1.2303
S  1.5661  0.7289  0.6919
S  0.1980  -2.4119  0.5727
F  2.1479  1.9011  -0.1117
O  2.4736  -0.4027  0.4539
O  1.4628  1.1384  2.0360
N  0.1811  0.3254  0.0098
C  -0.1416  1.5008  -2.2219
C  -0.7059  -1.7580  2.0074
C  -0.9134  -2.9209  2.9900
C  -0.5685  1.3738  -0.7674
C  0.1982  -1.0331  -0.6077
C  -0.6403  2.8151  -2.8363
H  -0.5329  0.6556  -2.7896
H  -0.8545  3.5606  -2.0685
H  -0.6655  -1.0777  -1.2652
H  0.1092  3.2389  -3.5005
H  -1.9387  -3.2799  2.9496
H  -0.7252  -2.5847  4.0077
H  -0.4328  2.3134  -0.2346
H  -0.1286  -0.9584  2.4643
H  -1.5569  2.6676  -3.4025
H  -0.2604  -3.7702  2.7851
H  1.0899  -1.1627  -1.2149
H  -1.6541  -1.3449  1.6696
H  0.9507  1.4540  -2.2648

Cartesian forces (eV/Å) of the 2 atoms listed first:
I -0.1525 0.0114 0.0282
Sr -0.6358 -0.1497 -0.0137

(2)
The following is a DFT calculation (ωB97M-V with the def2-TZVPD basis set) of 7 unconnected molecules or ions with the total composition C22H42BrN3O7P.

Output
Total charge   +1
HOMO-LUMO gap   6.9 eV
Calculated total energy   -4469.5928 Ha

Element x y z (Å)
Br  3.2444  -3.3521  2.9716
P  1.9472  -1.5679  3.2549
O  -3.1877  1.3737  -2.3725
O  1.6741  -1.0842  1.7514
O  -2.1787  2.5237  -6.7545
O  -1.7286  1.4155  5.4458
O  6.5035  0.5433  6.0022
O  -0.2790  -1.6285  -0.2741
O  1.1364  -1.5122  -3.7650
N  -0.4623  -4.3253  4.9616
N  0.4890  -3.5748  4.4549
N  -1.1516  -1.0091  2.5298
C  -1.0379  -2.1767  -1.0580
C  -2.9163  0.4616  -7.6823
C  5.4253  -0.8422  4.4049
C  1.1860  0.5101  -5.0137
C  7.8460  -1.2457  5.1832
C  -0.2135  2.9582  6.4472
C  -3.0460  3.3954  -3.6134
C  1.6123  0.4267  -2.4770
C  1.2964  -0.3121  -3.7553
C  -3.0416  2.5770  -2.3513
C  -3.6039  2.7407  -8.6462
C  6.5903  -0.4147  5.2750
C  -1.9592  -2.9025  3.7795
C  -0.9300  -2.1187  3.2806
C  0.3800  -2.5126  3.6662
C  -2.8345  3.3222  -1.0543
C  -1.9055  -1.3821  -1.9824
C  -0.6699  1.9980  5.3803
C  -1.1326  -3.6757  -1.1323
C  0.2589  1.7739  4.2094
C  -2.8326  1.9666  -7.6069
C  -1.6804  -3.9723  4.6062
H  -0.2035  1.0624  3.5296
H  5.7148  -0.8196  3.3524
H  -3.1834  2.7465  -4.4728
H  8.6006  -0.8399  5.8512
H  0.7294  2.6188  6.8792
H  -2.8475  2.6242  -0.2204
H  4.5950  -0.1583  4.5699
H  -2.5449  0.1138  -8.6474
H  -1.8789  3.8488  -1.0747
H  2.1249  1.0320  -5.2052
H  -3.4649  3.8069  -8.4880
H  1.8467  -1.7637  1.0792
H  -3.9540  0.1391  -7.5835
H  7.6346  -2.2798  5.4610
H  0.4530  2.7067  3.6783
H  -0.4514  -4.1328  -0.4170
H  -2.9826  -2.6710  3.5311
H  0.9579  -0.1395  -5.8546
H  -0.0495  3.9469  6.0159
H  -3.2570  2.4739  -9.6455
H  5.1246  -1.8574  4.6625
H  -2.1233  -0.8414  2.3176
H  -4.6659  2.4985  -8.5817
H  1.2125  1.3771  4.5663
H  -3.8463  4.1367  -3.5814
H  -1.6721  -1.6377  -3.0170
H  -2.4791  -4.5759  5.0039
H  8.2265  -1.2403  4.1604
H  0.8368  1.1658  -2.2686
H  -0.5656  -0.8698  1.7127
H  -2.0975  3.9241  -3.7212
H  -2.9576  -1.5966  -1.7878
H  -2.1537  -3.9964  -0.9192
H  1.6573  -0.2844  -1.6559
H  1.4225  -3.8695  4.7275
H  -0.8721  -4.0077  -2.1378
H  2.5700  0.9414  -2.5688
H  0.3948  1.2558  -4.9114
H  -1.7359  -0.3226  -1.8277
H  -3.6237  4.0628  -0.9187
H  -2.3226  0.0206  -6.8853
H  -0.9668  3.0245  7.2275

Cartesian forces (eV/Å) of the 2 atoms listed first:
Br 0.0326 -0.1536 -0.0717
P 0.0386 0.5391 0.4556